Below is a cluster of 5 separate species, C20H31NO7 in total at a distorted geometry, with properties calculated with ωB97M-V/def2-TZVPD.

The geometry in XYZ format:
```
59
Properties=species:S:1:pos:R:3:nbo_charge:R:1
O -2.9823 0.6156 -2.1049 -0.576
C -2.6389 1.7142 -1.7667 0.968
O -2.0118 2.6010 -2.6011 -0.498
C -2.0691 3.8658 -1.8824 -0.095
C -1.7631 3.3103 -0.5023 0.052
C -0.3449 2.7777 -0.3923 -0.114
C -0.1579 1.4889 0.0312 -0.176
C 1.1492 1.0626 0.0689 -0.198
C 2.1150 1.9634 -0.2953 0.025
N 1.9432 3.2112 -0.6877 -0.401
C 0.6811 3.6158 -0.7234 0.014
O -2.7629 2.2759 -0.5152 -0.500
H -3.0842 4.2242 -2.0597 0.196
H -1.3504 4.5259 -2.3601 0.210
H -1.9997 4.0582 0.2547 0.212
H -0.9793 0.8391 0.2884 0.232
H 1.3879 0.0587 0.3695 0.252
H 3.1400 1.6062 -0.2624 0.210
H 0.4706 4.6330 -1.0311 0.181
C -1.3758 -4.4510 -1.5342 -0.721
C -1.1821 -3.1833 -0.7368 0.600
C -2.2434 -2.1258 -0.8717 -0.727
O -0.2149 -3.0310 -0.0235 -0.562
H -0.5433 -5.1267 -1.3469 0.227
H -2.3037 -4.9406 -1.2348 0.232
H -1.4105 -4.2195 -2.5998 0.227
H -3.2059 -2.5179 -0.5423 0.260
H -2.3126 -1.7959 -1.9078 0.241
H -1.9813 -1.2728 -0.2501 0.220
C -6.4416 -1.0636 -1.9993 -0.721
C -6.3261 -1.9023 -0.7511 0.605
C -7.3872 -1.7148 0.3055 -0.720
O -5.4213 -2.6901 -0.6038 -0.555
H -5.6170 -1.2972 -2.6690 0.243
H -7.3833 -1.2786 -2.5075 0.225
H -6.3959 -0.0044 -1.7420 0.233
H -8.3689 -1.9575 -0.1042 0.228
H -7.3823 -0.6829 0.6600 0.230
H -7.1823 -2.3764 1.1445 0.235
C 2.7670 1.9923 4.1514 -0.720
C 3.0531 0.6669 3.4873 0.603
C 4.0682 -0.2308 4.1515 -0.719
O 2.4951 0.3405 2.4688 -0.540
H 2.0231 2.5331 3.5697 0.234
H 2.3789 1.8298 5.1584 0.226
H 3.6788 2.5895 4.2010 0.229
H 3.7365 -0.4894 5.1587 0.225
H 5.0351 0.2723 4.2005 0.228
H 4.1753 -1.1437 3.5698 0.237
C 5.4096 -1.8098 -0.8855 -0.723
C 5.8457 -0.5668 -0.1495 0.598
C 7.3121 -0.2116 -0.2071 -0.721
O 5.0545 0.1137 0.4592 -0.545
H 4.3372 -1.9451 -0.7607 0.244
H 5.6320 -1.7113 -1.9493 0.229
H 5.9250 -2.6829 -0.4822 0.228
H 7.6154 -0.0450 -1.2418 0.230
H 7.9089 -1.0165 0.2251 0.228
H 7.4852 0.6997 0.3615 0.234
```

SMILES string: O=C1OC[C@H](c2cccnc2)O1.CC(C)=O.CC(C)=O.CC(C)=O.CC(C)=O
E_HOMO, eV: -8.92
Net charge: 0
E_LUMO, hartree: 0.026
Gap between HOMO and LUMO, eV: 9.63

---

Below is a structure of composition C20H31O2Sn at a distorted geometry, with properties calculated with ωB97M-V/def2-TZVPD.

The geometry in XYZ format:
```
54
Properties=species:S:1:pos:R:3:nbo_charge:R:1
O 0.6633 -2.8789 -0.8568 -0.575
C 0.0016 -3.9794 -0.2006 -0.044
C 0.9920 -5.0552 -0.6131 -0.473
H -1.0079 -3.9986 -0.6035 0.182
H 0.0684 -4.0752 0.8823 0.193
C 1.6614 -3.8575 -1.3290 0.268
H 0.5525 -5.8574 -1.2155 0.215
H 1.5920 -5.4287 0.2340 0.202
C 1.6879 -4.0855 -2.8242 -0.626
H 0.7103 -4.4273 -3.1821 0.218
H 2.3683 -4.9162 -3.0543 0.224
H 2.0595 -3.2008 -3.3447 0.206
C 3.0048 -3.4632 -0.7341 -0.623
H 2.9274 -3.3143 0.3582 0.207
H 3.3621 -2.5422 -1.2237 0.207
H 3.7673 -4.2442 -0.8607 0.221
Sn -0.3810 1.8457 -0.5919 1.449
C 0.4390 4.6536 0.9760 -0.206
C -0.7960 4.3380 1.5973 -0.202
C -0.6307 3.1352 2.3289 -0.289
H -1.7037 4.9326 1.5160 0.241
C 0.7147 2.7049 2.1764 -0.162
C 1.3745 3.6480 1.3338 -0.268
H 2.4182 3.6285 1.0557 0.246
H 0.6285 5.5307 0.3686 0.240
H -1.3985 2.6223 2.8992 0.244
H 1.1751 1.8325 2.6644 0.251
C -0.7328 4.6748 -2.4052 -0.249
C 0.5963 4.3090 -2.1163 -0.266
C 0.7867 2.9423 -2.5056 -0.332
H 1.3542 4.9759 -1.7028 0.244
C -0.4778 2.4857 -3.0913 -0.434
C -1.3975 3.5733 -2.9957 -0.223
H -2.4262 3.6016 -3.3763 0.248
H -1.1608 5.6588 -2.2235 0.242
H 1.7404 2.4240 -2.5334 0.265
H -0.6593 1.5201 -3.5677 0.266
O -0.8716 -2.4644 1.1511 -0.534
C 0.0936 -1.4346 1.5499 -0.052
C -0.2076 -1.0806 2.9903 -0.439
H 0.0682 -0.5429 0.8730 0.133
H 1.0634 -1.8802 1.4629 0.215
C -1.7300 -1.3587 3.0748 -0.442
H 0.1518 -0.0826 3.3238 0.203
H 0.2684 -1.8180 3.6391 0.221
C -2.1124 -1.9752 1.7007 -0.073
H -2.2496 -0.4314 3.3549 0.208
H -1.8803 -2.0161 3.9664 0.227
H -2.4778 -1.2190 0.9575 0.156
H -2.8054 -2.8302 1.7484 0.214
C -2.5355 2.2903 -0.3034 -1.091
H -2.6672 3.3840 -0.3423 0.250
H -3.1515 1.8069 -1.0842 0.254
H -2.8309 1.9399 0.6984 0.244
```

E_HOMO (spin up / spin down), eV: -11.13 / -11.12
Energy relative to the best compared isomer or geometry (same formula, charge and spin), eV: 3.2915
Net charge: +1
E_LUMO (spin up / spin down), hartree: -0.246 / -0.251
Gap between HOMO and LUMO (spin up / spin down), eV: 4.43 / 4.30

---

Q: What is the net charge in the first record?
A: 0

---

Q: Which formula does entry 2 have?
A: C20H31O2Sn

---

Q: Which of these has the highest net charge?
A: C20H31O2Sn